{
  "formula": "C38H50Cl2NO6P2V",
  "method": "ωB97M-V/def2-TZVPD",
  "symbols": ["V", "C", "C", "C", "C", "C", "C", "C", "P", "C", "C", "C", "C", "C", "C", "C", "C", "C", "C", "C", "C", "C", "C", "H", "H", "H", "H", "H", "H", "H", "H", "H", "H", "H", "H", "H", "H", "H", "H", "H", "H", "H", "H", "Cl", "C", "H", "H", "C", "C", "C", "C", "C", "C", "N", "H", "H", "H", "H", "H", "H", "H", "H", "C", "C", "C", "C", "O", "P", "O", "O", "O", "C", "C", "C", "C", "H", "H", "H", "H", "H", "H", "H", "H", "H", "H", "H", "H", "H", "H", "H", "H", "H", "H", "Cl", "C", "C", "O", "O", "H", "H"],
  "xyz": [[-0.3043, -0.4344, 0.5032], [-4.0042, 2.2358, 2.5306], [-3.4579, 3.4467, 1.8354], [-4.2361, 4.5973, 1.8405], [-3.8038, 5.7699, 1.2510], [-2.5598, 5.7947, 0.6483], [-1.7754, 4.6575, 0.6352], [-2.1976, 3.4700, 1.2295], [-1.0796, 1.9830, 1.1318], [0.6125, 2.6027, 0.7725], [1.2042, 1.8476, -0.2419], [2.5040, 2.0597, -0.6601], [3.2438, 3.0677, -0.0663], [2.6793, 3.8137, 0.9537], [1.3824, 3.5865, 1.4097], [0.9017, 4.4018, 2.5750], [-0.9448, 1.9157, 3.0341], [-1.4986, 2.7779, 3.9742], [-1.6719, 2.3961, 5.2950], [-1.3096, 1.1227, 5.6981], [-0.7101, 0.2702, 4.7906], [-0.4958, 0.6591, 3.4689], [0.2789, -0.1649, 2.5301], [-5.0125, 2.0228, 2.1753], [-4.0533, 2.4144, 3.6070], [-3.3703, 1.3700, 2.3528], [-5.2007, 4.5647, 2.3316], [-4.4320, 6.6507, 1.2632], [-2.1967, 6.6994, 0.1803], [-0.8068, 4.6920, 0.1620], [0.5998, 1.1033, -0.7612], [2.9030, 1.4544, -1.4597], [4.2522, 3.2885, -0.3949], [3.2532, 4.6160, 1.4074], [1.5779, 5.2399, 2.7515], [0.8721, 3.7871, 3.4758], [-0.0997, 4.7884, 2.4053], [-1.8133, 3.7714, 3.6802], [-2.1258, 3.0837, 5.9992], [-1.4758, 0.8026, 6.7207], [-0.3933, -0.7146, 5.1082], [0.4785, -1.1318, 3.0003], [1.2414, 0.3556, 2.4045], [1.7916, -2.6654, 1.6525], [1.5165, -1.4021, 0.4853], [1.5696, -1.9134, -0.4676], [2.3726, -0.7232, 0.5611], [-0.1457, 3.7021, -2.2047], [-1.4770, 3.1472, -1.8001], [-2.6606, 3.4449, -2.4400], [-3.6386, 2.5865, -1.9091], [-3.0047, 1.8025, -0.9748], [-3.6120, 0.6201, -0.2921], [-1.6801, 2.1494, -0.8875], [0.4310, 2.9363, -2.7256], [0.4646, 4.0528, -1.3745], [-0.3132, 4.5397, -2.8841], [-2.8006, 4.1873, -3.2118], [-4.6760, 2.5309, -2.1987], [-4.5834, 0.8708, 0.1346], [-2.9537, 0.2249, 0.4840], [-3.7604, -0.1714, -1.0295], [5.6825, 0.5627, -2.9854], [4.8228, -0.6835, -2.7111], [5.1427, -1.2252, -1.3146], [5.1086, -1.7547, -3.7624], [3.4789, -0.2728, -2.7693], [2.1965, -1.3454, -2.8026], [2.5927, -2.6939, -2.3235], [1.0726, -0.6164, -2.1666], [1.9987, -1.5372, -4.4184], [1.2225, -0.7493, -5.2906], [2.0663, -0.5764, -6.5650], [0.8848, 0.6274, -4.7242], [-0.0629, -1.5267, -5.6006], [6.7365, 0.3195, -2.8570], [5.4160, 1.3604, -2.2958], [5.5182, 0.9161, -4.0006], [6.1727, -1.5776, -1.2711], [4.4617, -2.0440, -1.1047], [4.9980, -0.4486, -0.5647], [6.1391, -2.1008, -3.7055], [4.9142, -1.3605, -4.7568], [4.4316, -2.5810, -3.5799], [2.9762, -0.0361, -6.3127], [1.5177, -0.0231, -7.3256], [2.3381, -1.5530, -6.9579], [1.7992, 1.0886, -4.3543], [0.1926, 0.5234, -3.8931], [0.4359, 1.2546, -5.4962], [0.1801, -2.4754, -6.0784], [-0.7172, -0.9496, -6.2514], [-0.5735, -1.7249, -4.6620], [-2.1898, -3.7881, -2.5752], [-0.8570, -3.3386, -1.5199], [-1.2332, -2.0399, -0.8029], [-1.5780, -1.0663, -1.4522], [-1.1889, -2.0702, 0.4665], [0.0282, -3.1607, -2.1375], [-0.6968, -4.1555, -0.8179]],
  "atomic_forces_ev_per_a": [[0.8011, 1.9414, 0.5534], [-0.0735, -0.1078, -0.0237], [0.0767, -0.0080, -0.0121], [-0.0389, 0.0632, 0.0273], [-0.0373, 0.0409, 0.0522], [0.0294, 0.2087, -0.0240], [-0.0458, -0.0813, 0.0789], [-0.1468, -0.0355, -0.2641], [0.1205, 1.0704, 1.5318], [0.0197, -0.3084, -0.3597], [0.0323, 0.1044, 0.4007], [0.0874, -0.1552, -0.1394], [-0.0745, 0.0042, -0.0531], [-0.0195, 0.0837, 0.0014], [-0.0306, 0.0684, 0.0736], [0.0186, -0.0283, 0.0191], [-0.1515, -0.2912, 0.0288], [0.2512, 0.0753, 0.0684], [-0.1389, 0.2464, 0.1709], [0.0014, -0.0673, 0.1148], [-0.0877, -0.0947, 0.1062], [0.0827, 0.3594, 0.1190], [-0.0413, -0.1927, 0.2108], [-0.0463, -0.0682, -0.0492], [0.0176, -0.1096, -0.0169], [-0.1977, -0.0798, 0.1455], [-0.1248, -0.0184, 0.0046], [-0.0344, 0.0727, -0.0042], [0.0287, 0.0740, -0.0647], [0.0541, 0.0407, -0.0371], [0.2054, 0.1589, -0.3828], [0.0559, -0.1187, -0.0579], [0.0347, -0.0544, -0.0408], [0.0054, -0.0497, 0.0619], [0.0072, 0.0339, -0.0230], [-0.0370, 0.0590, 0.0091], [-0.0396, 0.0278, 0.1145], [-0.0437, 0.0249, 0.0197], [-0.0038, 0.0510, 0.0480], [-0.0102, -0.0073, 0.0333], [0.0811, -0.1161, -0.0112], [0.0476, 0.1110, -0.2159], [0.0449, -0.1832, -0.0252], [0.4299, -1.3134, 1.0212], [0.2776, 0.6022, -0.6546], [0.0661, 0.0303, 0.0555], [-0.1408, 0.0156, -0.1700], [-0.1140, -0.0404, 0.1137], [-0.0232, 0.1660, -0.4902], [0.1124, 0.2684, -0.1017], [-0.2562, 0.0008, 0.0915], [-0.1552, -0.0649, -0.3089], [-0.0237, -0.0686, -0.0653], [0.1981, -0.2775, -0.8230], [0.1528, 0.0324, -0.0639], [0.0901, 0.0945, 0.0336], [0.0183, -0.0028, -0.0600], [0.0678, 0.0536, -0.0746], [-0.1206, -0.0832, 0.0007], [-0.0224, 0.0034, 0.1332], [-0.3166, -0.0826, -0.0076], [0.0317, -0.0507, 0.1447], [-0.3789, -0.3153, 0.0471], [1.0802, -0.1524, 0.0690], [-0.1706, 0.0761, -0.1827], [-0.0823, 0.1333, 0.0602], [-1.0210, -0.2460, -0.0569], [0.4048, 0.1738, -0.4182], [0.1274, 0.0238, 0.0033], [0.0072, 0.2139, -0.3737], [0.2914, -0.2051, 0.7215], [-0.4514, 0.4906, -0.8044], [-0.1624, -0.1195, 0.3888], [-0.1000, -0.1628, 0.0292], [0.3632, 0.1468, 0.1690], [0.0943, -0.0056, -0.0069], [-0.0261, 0.0894, 0.1187], [-0.0220, 0.0643, -0.1497], [0.1147, -0.0322, 0.0316], [-0.0104, -0.1478, 0.1188], [-0.0164, 0.0940, 0.0671], [0.1514, 0.0142, 0.0341], [-0.0054, 0.0520, -0.1740], [0.0366, -0.2712, -0.0727], [0.1255, 0.0858, -0.0273], [-0.0671, 0.0567, -0.0582], [0.0670, -0.1388, -0.0786], [0.0201, 0.1910, 0.0193], [-0.0260, 0.1473, 0.0271], [0.0375, 0.0062, -0.0695], [0.0043, -0.0812, -0.0261], [-0.0929, 0.0562, -0.0725], [-0.1747, -0.0240, 0.0831], [-0.5671, -0.3645, -0.6052], [0.4561, 0.3414, 0.4017], [-0.8849, -2.1482, -1.9577], [0.3388, 0.8611, 0.1864], [-0.4328, -1.0557, 1.4457], [-0.0616, -0.0712, 0.1941], [0.0811, 0.1956, -0.0448]],
  "mulliken_spin": [2.220, 0.004, 0.001, 0.001, 0.000, 0.000, -0.003, -0.009, 0.102, -0.129, 0.037, 0.031, 0.002, -0.001, -0.001, -0.002, -0.008, 0.003, -0.006, 0.005, 0.004, -0.040, -0.021, 0.000, 0.000, 0.002, 0.000, 0.000, 0.000, 0.000, -0.087, 0.002, 0.000, 0.000, 0.000, 0.000, 0.000, -0.001, 0.000, 0.000, 0.000, 0.010, 0.001, 0.005, -0.080, 0.005, -0.009, 0.003, 0.007, 0.000, 0.000, -0.012, 0.011, -0.089, -0.001, 0.000, 0.000, 0.000, 0.000, 0.000, 0.022, 0.005, 0.000, 0.001, -0.002, 0.000, 0.000, 0.016, -0.002, 0.063, 0.001, 0.000, 0.000, 0.001, 0.000, 0.000, 0.000, 0.000, 0.000, 0.001, 0.001, 0.000, 0.000, 0.000, 0.000, 0.000, 0.000, 0.000, -0.003, 0.000, 0.000, 0.000, 0.000, 0.001, -0.005, -0.013, 0.015, -0.055, 0.000, -0.001],
  "total_energy_ev": -123307.14053,
  "lumo_energy_ha": 0.162,
  "s_squared": 2.03,
  "total_charge": -2,
  "multiplicity": 3
}